190
Properties=species:S:1:pos:R:3:forces:R:3 method="wB97M-V/def2-TZVPD" homo_energy_ev=-11.78 total_charge=+2 orbital_gap_ha=0.14012 relative_energy_ev=4.875
N 11.745585 -5.618308 -28.796552 -0.2926 0.5687 0.7932
H 12.737122 -5.797046 -28.867317 0.2639 -0.3214 0.1127
H 11.607962 -4.626439 -28.664810 -0.1333 0.6358 -0.8290
H 11.252434 -6.036419 -28.020611 0.2717 -1.3095 0.6867
H 11.304233 -6.020711 -29.611037 -0.2423 0.2274 -1.5754
N 10.083527 -7.033963 -25.209241 1.4486 0.7411 0.8011
H 9.076285 -6.968869 -25.245689 -0.9791 -0.1613 -0.3010
H 10.472023 -7.621808 -25.932852 0.2660 -1.7903 -1.2764
H 10.351186 -7.306511 -24.274268 0.1735 -0.1709 0.2670
H 10.498552 -6.148531 -25.461930 -0.1628 0.6472 0.5344
Cu 13.580616 -7.462929 -26.896300 -1.2285 -1.3768 -0.0975
C 9.630503 -10.169138 -26.953113 0.7194 0.9962 -0.8496
C 10.661108 -9.481101 -27.970424 -0.1109 -1.0904 1.2058
C 10.058165 -9.410448 -29.338579 -0.9708 0.6795 -0.3548
O 11.141342 -8.243409 -27.468672 1.0353 1.4974 0.4793
H 8.745371 -9.536082 -26.890649 -0.2822 0.0636 -0.3699
H 9.930835 -10.240088 -25.907722 0.6894 -0.1603 -0.1044
H 9.337038 -11.155588 -27.312123 -0.0250 0.0260 0.0375
H 11.494688 -10.134859 -28.227014 0.3414 -0.3271 1.0381
H 10.764559 -8.939696 -30.022307 0.0266 -0.0766 -0.2042
H 9.116562 -8.861792 -29.360663 -0.1248 0.3372 0.0156
H 9.796526 -10.410433 -29.684524 0.2587 -0.0938 -0.0978
C 8.272985 -5.277143 -27.196789 -0.1448 1.3620 0.2051
O 7.874065 -6.177264 -26.216891 0.6329 -1.3797 0.3112
C 7.031846 -5.716757 -25.171930 -2.7195 1.3253 -2.2211
C 7.214440 -6.263770 -23.805532 0.2557 -1.3054 1.0510
N 7.697302 -7.675358 -23.765091 1.0209 -0.0125 -0.8686
C 6.803227 -8.684991 -24.376245 -0.7898 1.5897 0.1644
C 7.080962 -10.075518 -23.878789 -0.3186 0.5124 -0.6704
O 6.727287 -10.097215 -22.477265 0.3061 -2.3154 -1.3339
C 6.481011 -11.502826 -22.152258 -0.8374 0.2194 0.6354
H 8.900018 -5.774787 -27.936589 -0.4504 -0.2758 -0.1555
H 8.832264 -4.428400 -26.803164 0.7263 0.0836 0.6555
H 7.455585 -4.694869 -27.622133 -0.4808 -0.6943 -0.6076
H 6.009617 -5.841650 -25.529075 -0.1872 -0.3758 -0.0472
H 7.102363 -4.629103 -25.160216 0.2807 0.1894 0.3497
H 6.303519 -6.298795 -23.207956 -0.5278 0.7991 -0.4559
H 7.817150 -5.448653 -23.405000 0.9384 -1.0738 1.2324
H 7.750190 -8.081860 -22.842020 0.3245 0.9056 0.6706
H 6.628331 -8.529031 -25.440757 1.0181 -0.4480 -0.4045
H 5.783919 -8.474752 -24.052343 -0.4219 -0.0578 0.5439
H 8.053123 -10.515405 -24.101257 0.6423 0.4543 0.5003
H 6.496701 -10.671023 -24.580297 -0.8536 -0.6335 0.7266
H 6.048864 -11.602450 -21.156556 0.1857 0.5796 0.1236
H 7.326359 -12.190711 -22.170110 0.5409 0.5471 -0.2896
H 5.721205 -11.930788 -22.806204 0.0311 0.2180 -0.3709
C 13.200690 -11.377038 -24.916536 -0.5493 -0.0705 0.2257
O 14.347749 -10.673728 -24.501754 0.5848 -1.1829 -1.9724
C 14.100004 -9.752798 -23.534219 0.4532 0.9258 1.3976
C 15.409907 -9.001299 -23.176203 -0.9655 -0.1652 0.1150
N 15.207485 -7.650534 -22.639940 -0.2618 0.4147 0.2203
C 14.945913 -7.599696 -21.167628 0.6190 -0.1443 -0.6039
C 14.839292 -6.212563 -20.474007 -0.0515 -0.1407 -0.2616
O 14.329763 -5.213468 -21.310393 -1.4364 -0.6027 -0.4243
C 14.334811 -3.857703 -20.844558 1.1109 -0.9352 -1.7683
H 12.743139 -11.962260 -24.118878 0.3668 -0.3698 0.3521
H 13.407055 -12.030528 -25.764171 0.3040 0.1513 0.0968
H 12.385632 -10.697853 -25.166500 -0.0706 0.4962 -0.4917
H 13.648520 -10.286029 -22.697610 -0.0083 0.2607 0.6125
H 13.370145 -9.013911 -23.865064 -0.3784 0.4751 -0.2113
H 15.964972 -8.810725 -24.094724 -0.0127 -0.5015 -0.1959
H 16.032698 -9.592410 -22.504794 0.0718 -0.3723 -0.0072
H 16.156501 -7.322210 -22.747915 -0.0387 0.9657 0.0635
H 15.852208 -8.049124 -20.761727 -0.2346 -0.3681 0.7819
H 14.091983 -8.231651 -20.923615 -0.0492 0.0874 -0.1486
H 15.828523 -5.946778 -20.101348 0.2392 0.2489 0.0150
H 14.186710 -6.330824 -19.608988 0.0151 -0.1167 0.2735
H 15.406114 -3.684168 -20.946008 0.0695 1.2012 1.1306
H 13.813901 -3.605069 -19.921004 0.3222 -0.3952 0.1924
H 13.886370 -3.323779 -21.682378 -0.2153 0.2045 0.2438
C 4.446968 -3.480687 -25.432311 -2.2351 0.1117 0.3988
O 4.182403 -4.579376 -26.275942 1.8888 -1.1713 1.1734
C 3.042891 -4.674383 -27.084616 0.1890 2.0615 -1.3265
C 2.739475 -6.081948 -27.480576 -0.9405 -0.4022 1.1570
N 3.402485 -6.621280 -28.590552 2.6117 -0.6328 -1.0520
C 4.798913 -7.052560 -28.222180 -0.7651 1.1342 -1.9566
C 5.571002 -7.563294 -29.448811 -0.8039 -1.2707 0.8429
O 5.062457 -8.901048 -29.676801 0.2822 0.2827 -1.3464
C 5.527265 -9.521605 -30.906661 0.1408 -0.1157 1.0044
H 5.115225 -3.682528 -24.595182 0.6155 -0.5094 -0.6273
H 3.522231 -3.334698 -24.874063 -0.3144 0.6928 0.0144
H 4.699793 -2.553804 -25.947173 0.1957 -0.0467 -0.1694
H 3.306723 -4.070270 -27.952687 -0.2801 -0.1392 -0.7175
H 2.144539 -4.165183 -26.735631 0.0102 -0.1342 0.9649
H 1.675073 -6.158672 -27.702555 -0.1129 0.0440 0.4217
H 3.021463 -6.703865 -26.630994 -0.6693 -0.0995 0.7946
H 2.835752 -7.324920 -29.041995 0.4231 -0.3081 0.0779
H 4.935109 -7.772488 -27.415172 -0.6042 -0.5100 0.1246
H 5.261510 -6.146005 -27.831982 0.2020 0.1381 -0.1888
H 6.615052 -7.616574 -29.140227 0.4963 -0.1217 -0.1981
H 5.480954 -6.971455 -30.359695 -0.2497 0.2369 0.1552
H 5.230575 -9.087518 -31.861463 -0.2565 0.7433 0.2587
H 5.148723 -10.542875 -30.949120 -0.0581 0.0537 0.3942
H 6.615367 -9.575394 -30.871484 0.2420 -0.0159 -0.1147
C 14.958982 -3.694626 -31.967730 -1.8238 -0.0709 0.0553
O 13.887150 -4.407027 -32.662167 1.0071 -0.2292 -0.1993
C 13.915264 -5.766432 -32.300435 0.0760 -0.6554 1.3797
C 12.664145 -6.531341 -32.637784 -0.2614 1.4439 -1.0169
N 11.513675 -5.867270 -31.949111 -0.2709 -2.1437 0.2987
C 10.263288 -6.633272 -32.253520 -0.8775 0.0307 -1.1054
C 8.984870 -6.184425 -31.546012 0.5368 1.5734 -1.1293
O 8.321082 -5.124991 -32.328320 1.6749 -0.6633 0.7414
C 7.269564 -4.576648 -31.595316 -0.4602 0.3368 1.1672
H 14.579498 -3.622110 -30.948505 0.5366 -0.2143 0.5609
H 14.967076 -2.652097 -32.285810 0.2548 -0.3326 -0.5948
H 15.919477 -4.206669 -32.025720 -0.0630 0.1416 -0.1406
H 13.943124 -5.838453 -31.213178 0.2227 0.2778 0.8558
H 14.798307 -6.342861 -32.576251 0.2857 0.3419 -0.7427
H 12.756861 -7.602755 -32.460051 -0.0601 0.1310 0.6322
H 12.581746 -6.457256 -33.722136 -0.5095 -0.0108 -0.3067
H 11.525453 -4.914876 -32.285132 -0.5455 0.1613 -0.2252
H 10.388003 -7.701289 -32.074966 0.5273 0.0498 0.5927
H 9.997718 -6.657312 -33.310397 0.2984 0.4270 -0.4144
H 9.407677 -5.791758 -30.621269 -0.7391 0.4447 0.7451
H 8.256455 -6.971070 -31.349273 0.1596 -0.1929 -0.0008
H 6.681831 -5.423256 -31.240470 -0.8640 0.4759 -0.1165
H 6.748979 -3.717923 -32.019203 -0.3785 -0.9218 -1.4900
H 7.528007 -3.982030 -30.719116 1.1623 -0.5078 0.8903
C 11.429719 -15.327859 -33.092190 1.4413 1.6443 -1.8705
O 11.074465 -14.739754 -31.910000 -2.2001 0.3162 3.2406
C 10.826274 -13.312635 -31.891760 -0.6806 -0.9622 -1.1088
C 9.433538 -12.866768 -32.475058 2.3257 -1.0903 0.1139
N 9.380420 -13.071734 -33.910942 -0.5277 0.7009 0.1021
C 7.994006 -12.943096 -34.409189 0.7035 -0.7179 -1.9712
C 7.970307 -12.871335 -36.004236 -1.4419 0.1241 -0.1990
O 7.937265 -11.612118 -36.648088 -1.5314 -0.1795 0.7933
C 9.137120 -11.001356 -36.767363 2.3750 0.3796 -0.0279
H 11.633064 -16.393757 -33.195218 -0.2376 -0.0398 1.2386
H 12.351440 -14.759239 -33.215455 0.7040 -0.5626 -1.7180
H 10.732526 -15.092600 -33.896350 0.3159 -0.4150 -0.1532
H 11.602581 -12.805463 -32.464667 0.2989 0.0969 -0.1947
H 10.903115 -12.991135 -30.853087 -0.1047 -0.2280 0.0408
H 9.477529 -11.792539 -32.295622 -1.0177 0.1100 0.4486
H 8.696506 -13.514572 -32.000459 -0.4856 0.6957 0.6597
H 9.812829 -13.968808 -34.079380 -0.7976 0.2717 -0.6012
H 7.460922 -12.149144 -33.886166 0.4365 0.6870 -0.4901
H 7.335964 -13.776762 -34.164096 0.2264 -0.6890 0.1311
H 7.073088 -13.298364 -36.452267 -0.6510 -0.2116 0.9750
H 8.669279 -13.505770 -36.549240 1.0866 -0.0521 0.7684
H 9.869582 -11.713850 -37.146763 0.2853 -0.0686 -0.6382
H 9.613396 -10.720188 -35.828110 -0.3081 0.3931 0.5312
H 9.090239 -10.128581 -37.418649 -0.2178 -0.1182 -0.0151
C 4.895028 -12.344556 -28.092798 1.0939 -0.0086 -1.3496
O 5.573211 -13.380595 -27.401440 -2.1273 0.1786 1.6773
C 4.949950 -13.572665 -26.052431 2.9841 -0.5443 -0.5403
C 6.096823 -14.256227 -25.246404 -1.1444 -0.2717 -0.0465
N 7.302036 -13.432660 -25.177649 -1.3740 -0.0611 -0.9572
C 8.389099 -14.105495 -24.506872 -0.7519 1.0165 0.5582
C 9.668283 -13.616709 -25.140629 0.6777 -1.0662 0.6594
O 9.790030 -14.007369 -26.509351 -0.3170 0.9882 1.4227
C 11.013537 -13.613636 -27.080965 -0.0591 -1.7227 -1.2540
H 3.846459 -12.451346 -28.370651 -0.5146 -0.2918 1.2423
H 5.269544 -12.357971 -29.116345 0.7584 0.1488 -0.0197
H 5.165574 -11.386504 -27.648906 -0.5077 0.2192 0.0156
H 4.048316 -14.180267 -26.129785 0.0491 0.0971 0.0240
H 4.801654 -12.632513 -25.521186 -0.4308 0.3822 -0.5099
H 6.314098 -15.227246 -25.691387 0.0614 -0.2125 -0.2824
H 5.740791 -14.498161 -24.245002 -0.1121 0.2235 0.2396
H 7.543173 -13.345493 -26.154564 0.2812 0.2486 -0.2519
H 8.186235 -15.162757 -24.336108 0.6525 -0.5106 -0.9401
H 8.331015 -13.758460 -23.475229 0.6152 0.2959 0.3219
H 10.481979 -14.014256 -24.534042 0.4721 -0.3454 -0.1924
H 9.763297 -12.539838 -25.001323 -0.3432 0.3724 -0.3375
H 11.200759 -12.556491 -27.269322 -0.3152 0.2706 0.3855
H 10.931929 -14.142133 -28.030772 0.3932 0.4390 -0.4716
H 11.876334 -14.097769 -26.623483 0.1055 0.2589 0.5719
C 15.873573 -14.467535 -32.297112 1.3942 1.0132 0.0548
O 16.000660 -14.200912 -30.925705 -2.2450 -0.6163 1.8536
C 14.781607 -14.636915 -30.175492 1.2359 0.7500 -0.9869
C 13.878174 -13.421623 -29.959823 0.9137 -0.0457 -0.0791
N 14.369150 -12.608787 -28.808058 -1.5508 -1.2231 -1.0665
C 13.926757 -11.243914 -28.888350 2.4874 0.9912 0.0816
C 15.260828 -10.415596 -28.775177 -0.4407 -0.4070 1.9038
O 16.291047 -10.794691 -29.630829 -0.6184 0.8510 -0.2756
C 16.623140 -9.810520 -30.630361 -1.4068 -1.3409 0.9100
H 16.194540 -15.483582 -32.526752 -0.1066 -0.0632 -0.2047
H 16.598207 -13.720992 -32.622180 0.0924 -0.4317 -1.1848
H 14.915927 -14.230486 -32.760606 -0.3144 -0.0363 0.2406
H 15.163938 -15.047205 -29.240836 -0.3181 -0.1726 -0.0266
H 14.317331 -15.376860 -30.827440 -0.2800 -0.2260 0.4979
H 12.808661 -13.631004 -29.979781 -0.0306 -0.4538 1.0564
H 13.935392 -12.877850 -30.902766 0.4680 0.5437 -0.2833
H 15.378693 -12.637512 -28.798587 0.0441 -0.1837 -0.2617
H 13.294827 -10.979452 -28.040524 -0.2093 0.2163 0.0213
H 13.462180 -10.959734 -29.832549 -0.3666 -0.2779 -0.1660
H 15.680882 -10.577228 -27.782439 -0.2313 -0.5726 0.4794
H 15.069133 -9.347667 -28.670875 -0.1651 0.8396 -0.9166
H 17.113582 -10.497091 -31.320426 0.7101 1.2982 -0.4536
H 17.061991 -8.946967 -30.130588 1.0648 -0.2104 -0.4290
H 15.690635 -9.412363 -31.030381 -0.1652 -0.1670 -0.5990